[1]
The following is a DFT calculation (wB97M-V/def2-TZVPD) of a molecular structure, C31H51F5InN7OPSSi.

Its total charge is +1. The calculation puts the HOMO-LUMO gap at 8.2 eV. For the LUMO energy, the calculation gives -1.98 eV.

Geometry as XYZ:
```
99
Properties=species:S:1:pos:R:3:lowdin_charge:R:1
In -0.743 1.060 -0.333 0.66
N -0.600 2.787 1.117 -0.03
C -0.421 4.135 0.546 -0.19
C 0.215 4.044 -0.855 -0.17
N 0.991 2.808 -1.049 -0.09
C 2.442 2.942 -0.851 -0.18
C 2.883 3.467 0.510 -0.24
N 2.385 2.662 1.625 0.02
H 0.325 2.550 1.518 0.04
H -1.282 2.790 1.871 0.10
H -1.394 4.620 0.458 0.12
H 0.193 4.730 1.226 0.11
H -0.587 4.029 -1.591 0.11
H 0.818 4.936 -1.055 0.13
H 0.838 2.519 -2.011 0.09
H 2.883 1.960 -1.023 0.10
H 2.857 3.621 -1.608 0.13
H 3.980 3.514 0.480 0.12
H 2.536 4.494 0.647 0.11
H 2.700 1.697 1.552 0.06
H 2.739 3.028 2.502 0.09
F -6.805 -3.209 -0.380 0.14
C -5.742 -2.508 0.001 -0.13
C -5.360 -1.372 -0.698 -0.13
F -6.057 -0.974 -1.760 0.14
C -4.253 -0.649 -0.286 -0.22
F -3.937 0.458 -0.981 0.06
C -3.476 -1.024 0.800 -0.48
S -2.047 -0.172 1.386 0.74
C -3.892 -2.164 1.487 -0.26
F -3.202 -2.588 2.556 0.08
C -4.999 -2.902 1.106 -0.13
F -5.349 -3.990 1.791 0.14
O 0.998 0.111 0.588 -0.36
P 1.641 -1.032 1.356 0.57
N 3.059 -1.476 0.657 -0.16
C 3.604 -2.840 0.727 -0.19
C 4.038 -3.124 -0.704 -0.16
C 4.589 -1.773 -1.151 -0.15
C 3.692 -0.744 -0.452 -0.18
N 0.750 -2.396 1.492 -0.19
C 0.012 -2.830 2.691 -0.18
C -0.602 -4.150 2.249 -0.15
C -0.953 -3.885 0.788 -0.14
C 0.228 -3.056 0.284 -0.17
N 2.000 -0.480 2.858 -0.18
C 1.070 0.329 3.663 -0.19
C 1.807 0.469 4.989 -0.16
C 2.461 -0.899 5.144 -0.16
C 2.944 -1.209 3.729 -0.18
H 2.854 -3.529 1.109 0.10
H 4.468 -2.863 1.400 0.12
H 3.176 -3.411 -1.310 0.11
H 4.778 -3.919 -0.763 0.12
H 4.579 -1.643 -2.231 0.11
H 5.619 -1.664 -0.812 0.11
H 2.925 -0.356 -1.123 0.07
H 4.283 0.098 -0.080 0.11
H -0.773 -2.118 2.949 0.07
H 0.689 -2.940 3.539 0.11
H -1.463 -4.423 2.856 0.11
H 0.135 -4.952 2.317 0.12
H -1.877 -3.306 0.715 0.09
H -1.082 -4.799 0.211 0.12
H -0.079 -2.317 -0.461 0.09
H 0.999 -3.688 -0.164 0.11
H 0.108 -0.170 3.803 0.10
H 0.886 1.285 3.174 0.08
H 1.140 0.726 5.809 0.12
H 2.573 1.244 4.912 0.11
H 1.715 -1.632 5.457 0.11
H 3.273 -0.914 5.867 0.12
H 2.940 -2.280 3.519 0.10
H 3.957 -0.835 3.561 0.12
C -1.806 -1.624 -2.798 -0.15
Si -0.838 -0.105 -3.337 0.40
C -1.057 0.095 -5.178 -0.17
C 0.969 -0.442 -2.945 -0.17
N -1.245 1.285 -2.353 -0.16
C -2.225 2.258 -2.610 -0.38
C -2.396 2.791 -3.890 -0.04
C -3.321 3.793 -4.131 -0.07
C -4.101 4.308 -3.108 -0.09
C -3.941 3.792 -1.832 -0.07
C -3.022 2.785 -1.592 -0.11
H -1.331 -2.534 -3.166 0.04
H -2.824 -1.600 -3.186 0.04
H -1.877 -1.710 -1.712 0.00
H -0.761 -0.843 -5.649 0.04
H -0.437 0.883 -5.599 0.04
H -2.092 0.285 -5.452 0.04
H 1.316 -1.331 -3.469 0.05
H 1.113 -0.629 -1.878 -0.02
H 1.615 0.389 -3.233 0.04
H -1.778 2.441 -4.700 0.08
H -3.421 4.183 -5.135 0.11
H -4.821 5.087 -3.302 0.10
H -4.546 4.161 -1.015 0.11
H -2.973 2.376 -0.587 0.07
```


[2]
The following is a DFT calculation (wB97M-V/def2-TZVPD) of a molecular structure, C31H51IO21P2.

Its total charge is 0. The calculation puts the HOMO-LUMO gap at 8.3 eV. For the LUMO energy, the calculation gives -0.05 eV.

Geometry as XYZ:
```
106
Properties=species:S:1:pos:R:3:lowdin_charge:R:1
C 0.058 -1.623 0.315 -0.19
C 0.870 -0.326 -0.029 -0.70
I 1.489 -0.470 -2.103 0.99
C 0.023 1.005 0.132 -0.30
O -0.848 1.230 -0.998 -0.24
P -2.437 0.895 -0.628 0.55
O -3.166 2.196 -0.455 -0.26
O -3.048 0.167 -2.018 -0.13
O -2.551 -0.178 0.670 -0.30
P -4.109 -0.440 1.222 0.51
O -4.871 0.787 1.626 -0.26
O -3.896 -1.370 2.600 -0.14
O -4.963 -1.422 0.148 -0.13
H -0.307 -1.662 1.363 0.06
H -0.848 -1.692 -0.347 0.06
H 0.659 -2.541 0.113 0.08
H 1.728 -0.268 0.686 0.09
H 0.778 1.834 0.111 0.12
H -0.479 1.069 1.126 0.12
H -4.016 0.187 -1.984 0.07
H -4.737 -1.788 2.845 0.06
H -4.328 -1.561 -0.581 0.06
O 2.127 -2.040 3.339 0.12
C 1.226 -2.745 3.693 -0.49
O 0.372 -3.362 2.837 0.00
C -0.655 -4.034 3.588 -0.14
C -0.066 -4.250 4.966 -0.15
C 0.839 -3.043 5.122 -0.08
H -1.544 -3.397 3.609 0.12
H -0.907 -4.974 3.099 0.13
H -0.821 -4.340 5.747 0.12
H 0.535 -5.163 4.973 0.12
H 0.303 -2.185 5.531 0.11
H 1.717 -3.269 5.725 0.13
O 5.187 1.298 -0.173 0.10
C 4.659 2.277 0.279 -0.47
O 3.838 3.096 -0.433 0.02
C 3.475 4.226 0.377 -0.16
C 3.674 3.777 1.806 -0.17
C 4.834 2.806 1.681 -0.07
H 4.123 5.066 0.110 0.13
H 2.440 4.501 0.174 0.12
H 3.863 4.599 2.494 0.12
H 2.785 3.246 2.153 0.10
H 5.798 3.314 1.750 0.13
H 4.770 2.003 2.412 0.12
O -0.597 -2.044 -4.497 0.07
C -0.745 -1.052 -5.154 -0.51
O -0.280 0.171 -4.789 -0.06
C -0.723 1.154 -5.740 -0.15
C -1.026 0.379 -7.003 -0.17
C -1.497 -0.955 -6.459 -0.07
H -1.608 1.654 -5.338 0.13
H 0.062 1.895 -5.891 0.13
H -1.752 0.872 -7.646 0.08
H -0.106 0.236 -7.580 0.12
H -2.569 -0.955 -6.251 0.13
H -1.236 -1.779 -7.120 0.13
O 11.014 -1.467 -2.666 0.11
C 10.083 -0.805 -2.303 -0.49
O 10.139 0.541 -2.139 0.02
C 8.895 1.011 -1.592 -0.16
C 7.879 -0.054 -1.942 -0.16
C 8.718 -1.320 -1.921 -0.08
H 9.014 1.133 -0.512 0.13
H 8.646 1.977 -2.030 0.12
H 7.028 -0.077 -1.263 0.10
H 7.498 0.116 -2.952 0.12
H 8.771 -1.758 -0.922 0.13
H 8.362 -2.054 -2.642 0.13
O -4.225 -3.912 5.114 0.12
C -4.812 -3.033 5.677 -0.49
O -5.769 -2.271 5.086 0.01
C -6.192 -1.241 5.995 -0.15
C -5.831 -1.754 7.373 -0.16
C -4.583 -2.576 7.095 -0.08
H -5.665 -0.317 5.743 0.13
H -7.263 -1.076 5.886 0.13
H -5.681 -0.958 8.103 0.12
H -6.624 -2.407 7.746 0.12
H -3.678 -1.966 7.129 0.13
H -4.498 -3.425 7.770 0.13
O -3.706 1.263 -7.780 0.11
C -4.193 1.553 -8.837 -0.47
O -3.627 2.424 -9.708 0.04
C -4.509 2.635 -10.821 -0.16
C -5.413 1.419 -10.848 -0.16
C -5.513 1.061 -9.375 -0.07
H -5.064 3.562 -10.653 0.13
H -3.926 2.734 -11.735 0.13
H -6.375 1.609 -11.322 0.12
H -4.924 0.606 -11.391 0.12
H -6.321 1.600 -8.877 0.14
H -5.620 -0.011 -9.225 0.13
O 3.295 2.829 4.826 0.13
C 2.373 2.148 5.165 -0.48
O 1.533 1.547 4.288 0.03
C 0.473 0.901 5.002 -0.16
C 1.013 0.677 6.400 -0.16
C 1.939 1.869 6.581 -0.07
H -0.403 1.557 4.994 0.13
H 0.217 -0.032 4.505 0.11
H 0.232 0.606 7.158 0.12
H 1.596 -0.247 6.429 0.11
H 1.410 2.742 6.969 0.13
H 2.792 1.628 7.211 0.13
```


[3]
The following is a DFT calculation (wB97M-V/def2-TZVPD) of 7 unconnected molecules or ions with the total composition C31H51O27PS.

The structure (SMILES) is COCCCCC[C@@]1(CP(=O)(O)O)OS(=O)(=O)O[C@H]1CCCCO.O=C1OCCO1.O=C1OCCO1.O=C1OCCO1.O=C1OCCO1.O=C1OCCO1.O=C1OCCO1. Its total charge is 0. The calculation puts the HOMO-LUMO gap at 9.1 eV. The energy relative to the best compared isomer or geometry (same formula, charge and spin) comes out at 0.0 kJ/mol. For the LUMO energy, the calculation gives 0.01 eV.

Geometry as XYZ:
```
111
Properties=species:S:1:pos:R:3:lowdin_charge:R:1
C 5.243 0.755 0.978 -0.11
O 4.029 1.103 1.610 -0.19
C 3.222 2.003 0.861 -0.23
C 1.859 2.089 1.535 -0.14
C 0.696 2.344 0.571 -0.17
C -0.559 1.504 0.807 -0.17
C -0.390 -0.010 0.844 -0.12
C 0.168 -0.702 -0.387 -0.40
C -0.575 -0.261 -1.647 -0.12
P -0.035 -0.674 -3.325 0.43
O -0.629 0.281 -4.264 -0.25
O -0.448 -2.185 -3.596 -0.10
O 1.545 -0.787 -3.363 -0.10
O 1.583 -0.363 -0.512 -0.15
S 2.511 -1.627 -0.413 0.58
O 2.851 -1.845 0.950 -0.20
O 3.519 -1.586 -1.402 -0.20
O 1.395 -2.678 -0.859 -0.17
C 0.130 -2.272 -0.274 -0.22
C -0.205 -2.962 1.065 -0.13
C 0.736 -4.128 1.394 -0.18
C 0.655 -5.302 0.400 -0.16
C 2.001 -5.740 -0.182 -0.25
O 2.340 -7.014 0.371 -0.07
H 6.080 0.968 1.647 0.08
H 5.244 -0.313 0.741 0.07
H 5.394 1.313 0.050 0.09
H 3.123 1.644 -0.171 0.11
H 3.706 2.985 0.838 0.12
H 1.718 1.171 2.107 0.09
H 1.888 2.895 2.273 0.11
H 1.044 2.151 -0.453 0.11
H 0.403 3.389 0.565 0.09
H -0.982 1.758 1.781 0.10
H -1.322 1.797 0.080 0.11
H 0.214 -0.306 1.703 0.11
H -1.387 -0.436 1.013 0.13
H -1.590 -0.660 -1.554 0.13
H -0.673 0.825 -1.684 0.10
H 0.159 -2.827 -3.203 0.09
H 1.970 0.072 -3.492 0.11
H -0.621 -2.602 -0.991 0.14
H -1.213 -3.365 0.976 0.10
H -0.196 -2.263 1.898 0.10
H 1.746 -3.735 1.482 0.09
H 0.455 -4.486 2.385 0.10
H 0.009 -5.016 -0.435 0.11
H 0.217 -6.168 0.891 0.11
H 1.949 -5.810 -1.274 0.11
H 2.777 -5.009 0.060 0.11
H 3.284 -7.157 0.263 0.08
C -4.740 -7.041 2.277 -0.10
C -3.656 -8.021 1.855 -0.10
O -2.557 -7.146 1.561 0.07
C -2.736 -5.997 2.232 -0.55
O -1.940 -5.114 2.324 0.15
O -3.963 -5.951 2.794 0.05
H -5.400 -7.416 3.053 0.13
H -5.328 -6.680 1.433 0.13
H -3.359 -8.688 2.665 0.14
H -3.899 -8.602 0.971 0.13
C -1.958 2.314 -6.240 -0.11
C -1.986 2.624 -7.725 -0.10
O -2.681 3.880 -7.765 0.06
C -2.544 4.481 -6.565 -0.60
O -2.840 5.611 -6.333 0.15
O -1.999 3.634 -5.666 0.04
H -1.072 1.789 -5.902 0.10
H -2.841 1.769 -5.908 0.13
H -0.986 2.771 -8.137 0.13
H -2.523 1.892 -8.321 0.13
C 0.925 5.382 -5.980 -0.10
C 0.676 6.702 -6.687 -0.10
O 1.800 6.783 -7.573 0.06
C 2.259 5.533 -7.803 -0.58
O 3.068 5.244 -8.622 0.16
O 1.661 4.649 -6.967 0.05
H 0.013 4.855 -5.722 0.11
H 1.546 5.498 -5.090 0.14
H -0.240 6.687 -7.280 0.13
H 0.665 7.563 -6.026 0.13
C 0.839 -1.294 5.790 -0.11
C 2.002 -0.318 5.727 -0.10
O 1.565 0.600 4.720 0.06
C 0.221 0.550 4.640 -0.57
O -0.444 1.293 3.991 0.16
O -0.263 -0.477 5.375 0.06
H 0.643 -1.691 6.782 0.13
H 0.951 -2.115 5.079 0.13
H 2.135 0.229 6.662 0.13
H 2.944 -0.764 5.423 0.14
C 1.122 7.411 2.542 -0.11
C 0.318 6.165 2.869 -0.10
O 0.551 5.348 1.717 0.03
C 1.708 5.741 1.133 -0.56
O 2.259 5.160 0.255 0.17
O 2.149 6.892 1.691 0.06
H 1.574 7.887 3.407 0.13
H 0.541 8.144 1.979 0.13
H 0.697 5.640 3.747 0.13
H -0.748 6.340 2.979 0.13
C -3.667 -3.003 4.132 -0.12
C -3.682 -1.948 3.041 -0.11
O -4.511 -0.933 3.611 0.06
C -4.480 -1.059 4.961 -0.57
O -4.935 -0.272 5.724 0.17
O -3.863 -2.211 5.310 0.06
H -2.730 -3.545 4.197 0.12
H -4.491 -3.710 4.042 0.12
H -2.689 -1.530 2.860 0.12
H -4.113 -2.289 2.103 0.13
```


[4]
The following is a DFT calculation (wB97M-V/def2-TZVPD) of a molecular structure, C31H52AsBrNOPRuSeSi4.

The spin multiplicity is 2. Its total charge is -1. The calculation puts the HOMO-LUMO gap (alpha / beta) at 5.0 / 4.9 eV. The expectation value of S² is 0.780. The energy relative to the best compared isomer or geometry (same formula, charge and spin) comes out at 228.3 kJ/mol. For the LUMO energy (alpha / beta), the calculation gives 1.57 / 1.40 eV.

Geometry as XYZ:
```
94
Properties=species:S:1:pos:R:3:lowdin_charge:R:1
Ru -0.115 -0.108 0.848 0.20
O 0.831 -0.749 3.815 -0.16
N 1.367 -0.602 2.551 -0.14
C 2.611 -0.871 2.593 -0.10
C 3.615 -0.628 1.538 -0.19
C 4.925 -0.849 1.982 -0.04
C 6.017 -0.623 1.165 -0.08
C 5.808 -0.161 -0.124 -0.07
C 4.518 0.051 -0.577 -0.08
C 3.401 -0.179 0.228 -0.25
P 1.740 -0.027 -0.568 0.98
C 2.022 1.403 -1.651 -0.37
C 2.477 2.578 -1.053 -0.11
C 2.644 3.726 -1.807 -0.08
C 2.349 3.714 -3.165 -0.09
C 1.882 2.554 -3.760 -0.07
C 1.719 1.398 -3.006 -0.10
C 1.724 -1.531 -1.579 -0.36
C 0.936 -2.587 -1.140 -0.13
C 0.950 -3.797 -1.824 -0.09
C 1.757 -3.952 -2.935 -0.08
C 2.544 -2.894 -3.384 -0.08
C 2.530 -1.687 -2.710 -0.10
H -0.088 -1.053 3.618 -0.08
H 3.010 -1.226 3.540 0.13
H 5.077 -1.199 2.995 0.11
H 7.018 -0.803 1.536 0.10
H 6.645 0.032 -0.783 0.10
H 4.372 0.414 -1.586 0.10
H 2.686 2.597 0.010 0.08
H 2.992 4.635 -1.331 0.10
H 2.474 4.614 -3.755 0.10
H 1.629 2.544 -4.813 0.10
H 1.320 0.506 -3.471 0.09
H 0.252 -2.482 -0.301 0.03
H 0.282 -4.583 -1.499 0.08
H 1.757 -4.891 -3.475 0.10
H 3.159 -3.008 -4.268 0.10
H 3.140 -0.869 -3.071 0.09
C -4.085 0.354 2.704 -0.26
Si -2.979 1.811 3.085 0.24
C -2.776 1.903 4.951 -0.23
C -3.794 3.412 2.537 -0.24
As -0.880 1.869 1.982 0.77
Si 0.577 2.815 3.556 0.22
C 0.842 2.133 5.282 -0.21
C 2.244 2.928 2.699 -0.23
C -0.086 4.568 3.753 -0.24
H -5.100 0.718 2.519 0.03
H -4.107 -0.323 3.560 0.02
H -3.771 -0.228 1.844 -0.05
H -3.771 1.928 5.406 0.03
H -2.237 2.794 5.274 0.00
H -2.249 1.026 5.333 0.03
H -4.824 3.451 2.903 0.03
H -3.811 3.492 1.449 0.02
H -3.259 4.282 2.925 0.01
H 1.220 1.112 5.259 0.01
H -0.076 2.144 5.869 0.01
H 1.575 2.768 5.790 0.03
H 2.648 1.940 2.466 0.00
H 2.967 3.456 3.327 0.03
H 2.137 3.477 1.761 0.01
H -1.025 4.586 4.311 0.01
H -0.268 5.032 2.782 0.02
H 0.637 5.181 4.299 0.03
Br -1.490 -1.750 2.070 0.18
C -1.256 -0.327 -2.684 -0.23
Si -1.533 0.558 -1.021 0.32
C -1.206 2.412 -1.395 -0.28
C -3.398 0.520 -0.777 -0.25
H -1.046 0.399 -3.476 0.02
H -2.182 -0.857 -2.913 0.00
H -0.486 -1.095 -2.689 -0.01
H -1.258 2.597 -2.473 0.02
H -0.253 2.794 -1.030 -0.02
H -1.985 3.005 -0.906 0.00
H -3.858 0.925 -1.684 0.03
H -3.728 1.138 0.060 -0.01
H -3.751 -0.505 -0.641 -0.01
C -2.434 -6.361 -2.705 -0.26
Si -2.932 -4.538 -2.862 -0.07
C -4.746 -4.547 -3.403 -0.26
C -1.971 -3.904 -4.370 -0.24
Se -2.578 -3.393 -1.014 0.12
H -2.688 -6.946 -3.595 0.01
H -2.927 -6.805 -1.837 0.01
H -1.354 -6.435 -2.543 0.00
H -4.932 -5.211 -4.253 0.01
H -5.053 -3.535 -3.681 0.01
H -5.374 -4.862 -2.567 0.01
H -2.116 -4.559 -5.236 0.01
H -0.898 -3.858 -4.146 0.00
H -2.292 -2.896 -4.642 0.01
```